Density functional theory data (ωB97M-V/def2-TZVPD) for C26H29Cl2MnN3OSTe as an isolated structure.

The geometry in XYZ format:
```
64
Properties=species:S:1:pos:R:3:forces:R:3
Mn 0.2634 0.0448 0.2120 0.33 -0.31 0.34
Cl -1.8159 -0.5654 -0.6521 -0.58 -0.22 -0.09
C -2.3574 -1.8275 0.4923 0.05 0.23 -0.29
C -3.4361 -2.6007 0.1207 -0.01 0.03 0.00
C -3.8692 -3.5598 1.0235 0.00 -0.04 0.04
C -3.2300 -3.7080 2.2456 -0.05 -0.01 -0.04
C -2.1485 -2.9049 2.5698 0.03 -0.12 0.20
Cl -1.3717 -3.0965 4.0982 -0.03 -0.02 -0.05
C -1.6711 -1.9391 1.6851 0.25 0.14 0.06
S -0.2591 -0.9527 2.1167 -0.15 -0.05 -0.32
H -3.9262 -2.4583 -0.8328 0.02 0.00 0.02
H -4.7087 -4.1928 0.7708 0.01 0.01 0.02
H -3.5646 -4.4502 2.9574 0.00 0.01 -0.01
N 1.0120 -1.6132 -0.7297 -0.05 0.00 -0.11
C 1.8570 -1.0389 -1.7693 -0.21 -0.04 0.14
C 1.3206 0.0180 -2.4923 -0.02 0.16 -0.07
C 2.1072 0.6700 -3.4358 0.02 -0.02 0.02
C 3.4125 0.2528 -3.6473 -0.01 -0.03 0.04
C 3.9312 -0.8131 -2.9182 0.00 0.01 -0.01
C 3.1554 -1.4645 -1.9697 0.18 0.00 -0.01
H 1.5013 -2.2801 -0.1374 0.10 0.03 -0.02
H 0.2325 -2.1096 -1.1578 -0.02 -0.10 0.08
H 0.2790 0.3069 -2.3694 -0.03 -0.02 -0.04
H 1.6931 1.4847 -4.0143 0.00 -0.01 0.01
H 4.0244 0.7487 -4.3890 -0.01 -0.02 0.02
H 4.9470 -1.1431 -3.0910 -0.02 0.00 -0.01
H 3.5590 -2.2911 -1.3974 0.00 0.00 -0.01
C 5.1526 3.8850 5.7088 -0.04 -0.05 -0.06
C 4.5272 3.0257 4.6504 0.12 0.13 0.16
C 5.3012 2.1779 3.8646 0.10 -0.11 -0.06
C 4.7557 1.3757 2.8788 0.10 0.11 0.12
C 5.6936 0.5019 2.0780 -0.07 0.07 0.03
C 3.3488 1.4479 2.6821 -0.10 0.07 0.01
Te 2.7175 0.3463 1.0814 0.17 -0.15 -0.24
C 2.5325 2.2765 3.4888 0.14 0.08 0.11
C 1.0398 2.3523 3.3756 0.01 -0.05 -0.05
C 3.1483 3.0522 4.4492 -0.09 -0.03 0.01
H 6.2326 3.7640 5.7436 -0.01 -0.01 -0.01
H 4.7460 3.6352 6.6903 -0.01 0.00 -0.01
H 4.9275 4.9367 5.5251 0.00 0.00 0.00
H 6.3711 2.1383 4.0305 -0.02 0.01 0.01
H 6.6754 0.4956 2.5466 -0.02 0.02 -0.01
H 5.8189 0.8757 1.0592 -0.02 0.00 0.01
H 5.3559 -0.5323 2.0156 -0.03 -0.01 0.04
H 0.6326 1.4821 2.8698 -0.08 0.01 0.03
H 0.7388 3.2500 2.8280 0.06 -0.02 0.00
H 0.5956 2.4034 4.3696 0.00 0.01 -0.01
H 2.5366 3.6914 5.0772 0.02 -0.02 0.00
N -0.4243 1.8217 0.5216 0.08 0.18 -0.01
C -0.9741 2.8134 0.7665 -0.14 0.20 0.03
N -1.5709 3.9106 1.0697 0.05 0.07 0.05
C -2.1579 4.1333 2.4231 0.17 -0.05 -0.26
C -3.6373 4.3995 2.2460 -0.15 0.11 -0.05
O -3.8467 5.4707 1.3459 0.09 -0.05 0.01
C -3.3694 5.1773 0.0471 -0.15 0.06 0.06
C -1.8704 4.9714 0.0676 0.14 -0.18 0.18
H -1.6569 5.0019 2.8496 0.01 0.03 0.03
H -1.9659 3.2616 3.0457 -0.01 -0.03 -0.02
H -4.0711 4.6883 3.2012 -0.05 0.03 -0.02
H -4.1461 3.4970 1.8856 0.00 -0.03 0.00
H -3.6107 6.0269 -0.5882 -0.05 0.02 0.02
H -3.8715 4.2860 -0.3480 0.00 -0.02 -0.03
H -1.3631 5.8762 0.4009 0.01 0.04 -0.01
H -1.4773 4.6760 -0.9030 -0.02 -0.04 0.00
```
Forces are in eV/Å.

Values from the calculation:
HOMO level (alpha / beta)   -13.646 / -13.944 eV
<S²>   3.932
DFT total energy   -3984.6768 Eh
Spin multiplicity   4
Net charge   +2
Frontier orbital gap (alpha / beta)   6.31 / 5.95 eV

---

Density functional theory data (ωB97M-V/def2-TZVPD) for a 2-piece molecular cluster, C5H8O overall.

The geometry in XYZ format:
```
14
Properties=species:S:1:pos:R:3:forces:R:3
C 0.1599 -2.1145 -0.0723 0.14 0.13 0.10
C 0.8886 -1.1762 0.5289 -0.12 -0.14 -0.14
C 1.1804 0.1356 -0.0740 -0.09 0.07 -0.13
C 0.3050 0.9129 -0.7238 0.10 -0.06 0.12
C -1.1605 0.6795 -0.8381 -0.19 -0.11 0.21
O -1.8759 0.2516 0.0405 0.29 0.20 -0.45
H -0.2596 -1.9600 -1.0638 0.07 0.00 0.16
H -0.0555 -3.0614 0.4081 0.09 0.05 -0.02
H 1.3403 -1.3759 1.4992 -0.08 0.02 -0.11
H 2.2134 0.4838 -0.0055 -0.20 -0.09 -0.02
H 0.6602 1.8160 -1.2200 -0.05 -0.14 0.05
H -1.5975 0.9794 -1.8149 0.02 -0.01 0.11
H -1.0788 1.9022 1.5755 0.02 0.08 0.09
H -0.7199 2.5270 1.7602 -0.03 0.00 0.04
```
Forces are in eV/Å.

Values from the calculation:
Energy above the lowest of the compared OMol25 structures with the same formula, charge and spin   2.811 eV
HOMO level   -9.359 eV
Structure (SMILES)   C=C/C=C\C=O.[H][H]
DFT total energy   -270.4546 Eh
Frontier orbital gap   9.43 eV

---

Density functional theory data (ωB97M-V/def2-TZVPD) for a 12-piece molecular cluster, C27H78O21 overall in a non-equilibrium geometry.

The geometry in XYZ format:
```
126
Properties=species:S:1:pos:R:3:forces:R:3
C 0.7933 5.1339 -2.7601 -0.25 0.95 -0.03
C 2.2446 5.0531 -2.3532 0.23 -1.77 0.20
C 2.5387 4.6862 -0.8872 -0.67 1.88 -0.01
O 2.9206 4.0448 -3.1393 -0.78 -0.22 -0.18
H 0.1513 4.5782 -2.0919 -0.15 -0.74 -0.15
H 0.7720 4.8317 -3.8271 -0.54 0.24 0.63
H 0.4168 6.1710 -2.6218 0.27 -0.42 -0.43
H 2.7082 5.9427 -2.6854 0.73 1.19 0.17
H 3.6015 4.6286 -0.8163 0.77 -0.47 0.23
H 2.0439 3.7769 -0.6177 -0.07 -0.77 -0.02
H 2.2261 5.4276 -0.1203 -0.07 -0.10 -0.63
H 2.2998 3.2860 -3.2454 0.75 0.45 0.27
C -0.7906 -0.6483 -4.7592 0.54 0.92 -0.01
C -1.7969 -1.6001 -4.1526 -0.82 -0.34 0.81
C -3.2876 -1.2328 -4.3571 -0.38 0.09 -0.75
O -1.6468 -2.9211 -4.7772 0.88 1.29 0.54
H -0.7956 0.3230 -4.2473 -0.09 -0.19 0.15
H -1.0515 -0.3961 -5.7881 0.05 -0.29 -0.17
H 0.2839 -0.9740 -4.7237 -1.05 -0.11 0.00
H -1.6452 -1.6081 -3.0042 0.00 -0.49 -1.67
H -3.8922 -2.1178 -4.0782 0.30 0.52 0.08
H -3.5796 -1.0085 -5.4177 0.70 -0.33 0.65
H -3.6393 -0.3512 -3.7961 0.41 -0.41 0.18
H -0.7614 -2.8524 -5.1824 -0.60 -0.55 0.21
C 0.2057 -4.9174 -2.2781 0.50 -0.76 -0.63
C -0.7115 -3.9775 -1.5578 -0.23 -0.73 0.50
C -1.5481 -4.6398 -0.4391 2.36 -0.10 -0.51
O -0.0511 -2.8525 -1.0358 -0.53 1.07 -0.36
H 0.7311 -4.5472 -3.1624 -0.65 0.51 -0.13
H -0.3900 -5.7808 -2.5638 0.04 -0.18 -0.23
H 1.0622 -5.2772 -1.7330 0.05 -0.16 0.99
H -1.4270 -3.6311 -2.2597 -0.60 0.55 -0.84
H -0.8655 -4.8563 0.3985 -0.20 -0.20 -0.18
H -1.9876 -5.5439 -0.8114 -0.52 -0.41 0.04
H -2.2361 -3.8955 -0.1641 -1.37 0.68 0.54
H 0.7697 -3.1580 -0.6729 1.19 -0.36 0.71
O -0.3361 1.5558 4.0641 1.26 -0.90 0.40
C -0.8439 2.8295 3.8255 -0.57 1.18 -0.32
C -2.1755 2.6485 3.0870 1.44 -0.12 0.68
O -1.8870 2.1786 1.7767 -1.15 -0.73 -0.08
H 0.6514 1.4781 4.1096 -1.23 0.48 0.04
H -1.0091 3.4522 4.7613 0.21 -0.78 -0.81
H -0.2111 3.4132 3.1361 0.11 -0.08 0.30
H -2.6857 3.5867 3.0427 -0.50 0.73 0.01
H -2.7630 1.9338 3.6533 -0.28 -0.21 -0.04
H -2.7351 1.7518 1.5036 0.78 0.34 -0.17
O 0.8352 -2.7510 3.2496 -0.67 -0.37 -0.40
C 0.7806 -1.4225 3.7878 0.34 -0.64 -0.93
C 2.2363 -0.9466 3.7371 -0.33 -1.16 -1.07
O 2.3303 0.3813 4.2146 0.15 -0.09 0.28
H -0.0943 -3.0586 3.0512 0.82 0.54 0.19
H 0.1469 -0.7782 3.1267 0.32 -0.27 0.89
H 0.4276 -1.5249 4.8112 -0.25 0.65 0.11
H 2.5203 -1.0384 2.6315 0.04 0.28 1.38
H 2.8540 -1.6530 4.3454 -0.34 0.61 -0.49
H 3.2150 0.4987 4.6027 -0.01 0.11 -0.07
O -4.7750 -3.4302 1.8725 0.56 -0.57 0.87
C -4.1022 -2.4459 2.7092 0.11 0.09 -0.07
C -2.6654 -2.1408 2.2626 0.79 -0.09 1.72
O -1.7788 -3.2774 2.5443 -0.71 -0.17 -1.23
H -4.6487 -4.3661 2.1962 0.05 1.80 -0.24
H -4.6772 -1.4769 2.6337 0.42 -1.17 0.08
H -4.0343 -2.7644 3.7811 -0.35 0.15 -0.85
H -2.2037 -1.4228 2.9788 -0.83 0.14 -0.53
H -2.5909 -1.7060 1.2639 0.01 -0.54 -0.08
H -1.8100 -3.8871 1.7832 -0.02 0.34 0.43
O 3.1172 2.4614 2.7511 -0.61 -1.25 -1.01
C 3.9870 3.0397 3.6947 -1.13 0.54 -0.40
C 5.3022 2.3361 3.7519 0.09 -0.17 0.01
O 5.0141 1.1168 4.4804 0.88 -0.39 -0.81
H 2.7810 1.5919 3.0950 0.34 0.85 -0.11
H 4.0709 4.0719 3.3075 0.21 -0.24 0.89
H 3.4302 2.9203 4.6481 0.85 0.82 0.03
H 6.0562 2.8850 4.3094 0.03 0.27 0.11
H 5.6885 2.1971 2.7125 -0.38 -0.35 0.75
H 5.6839 0.4677 4.2164 -0.29 0.08 0.28
O 1.9554 -3.8963 0.6034 -0.54 -0.28 2.07
C 3.3566 -3.8480 0.5386 0.37 0.88 -1.14
C 3.8019 -4.3733 -0.8314 -2.20 0.07 0.28
O 3.1806 -3.6729 -1.9153 0.71 0.97 1.62
H 1.8049 -3.7417 1.5717 -0.78 0.11 -1.05
H 3.6195 -2.7598 0.5707 0.36 -0.61 0.12
H 3.8408 -4.3575 1.3934 -0.14 0.00 -0.50
H 3.5380 -5.4073 -0.9899 0.01 -0.50 0.30
H 4.8308 -4.2676 -0.7867 2.42 0.12 -0.57
H 3.2527 -2.7136 -1.6081 -0.26 -0.85 -1.11
O 1.8463 1.5344 -3.1784 0.04 -1.07 0.44
C 2.8073 0.5543 -3.5971 -1.12 -0.25 -1.53
C 2.7021 -0.8373 -3.0788 -0.72 0.17 2.13
O 3.2453 -1.0430 -1.7605 -0.06 0.18 0.70
H 1.1629 1.0823 -2.6565 0.12 0.11 0.03
H 2.6465 0.3742 -4.6623 -0.08 0.32 -0.40
H 3.7912 0.9196 -3.5329 1.21 0.80 0.55
H 3.3092 -1.5214 -3.6448 -0.07 -0.14 -0.71
H 1.6322 -1.1155 -3.0876 0.41 -0.30 -0.07
H 2.8070 -0.5798 -1.0153 0.05 0.34 -0.78
O 2.4145 0.9056 0.2818 -0.13 1.61 1.23
C 1.0063 1.2161 0.5171 1.27 -1.48 1.03
C 0.3163 -0.0631 0.1982 -1.19 0.48 0.44
O -0.0638 -0.1520 -1.1764 0.34 -0.75 0.25
H 2.8423 1.5273 0.9204 0.35 -0.59 -0.91
H 0.8559 1.4452 1.6008 0.01 0.02 -0.84
H 0.6854 2.0330 -0.0957 -0.34 0.56 -0.36
H -0.5395 -0.1879 0.8397 -0.95 0.30 0.15
H 0.8911 -0.9288 0.4724 0.93 -0.27 0.01
H -0.0561 -1.1405 -1.2271 -0.47 0.13 -1.02
O -4.7358 2.2136 1.5529 -1.05 1.50 -1.25
C -5.6819 1.1592 1.4954 -0.95 -0.87 -1.22
C -5.4322 0.2059 0.2915 0.86 0.75 0.30
O -4.0630 -0.1728 0.2357 0.09 0.44 -0.19
H -5.0320 2.9394 0.9158 0.66 -1.49 1.30
H -5.6267 0.5834 2.4144 0.32 0.09 0.20
H -6.7508 1.4677 1.3956 0.71 0.35 0.24
H -5.6448 0.7118 -0.6670 -0.48 -0.12 0.35
H -6.0662 -0.6790 0.4247 0.14 0.08 -0.21
H -3.5832 0.4999 -0.3277 -0.42 -0.80 0.49
O -2.4497 1.2160 -1.3779 -0.55 0.13 0.60
C -2.2483 2.4282 -2.0764 -0.57 -0.15 -0.95
C -2.4612 3.7118 -1.2722 1.71 -1.03 0.56
O -1.3746 3.9560 -0.3314 -0.93 0.26 -1.46
H -1.6656 0.6427 -1.3084 0.44 0.27 -0.23
H -1.2609 2.4591 -2.4906 0.85 -0.01 -0.16
H -2.9252 2.3896 -2.9693 0.22 0.37 0.68
H -3.4190 3.6139 -0.7598 -0.16 0.58 -0.02
H -2.3416 4.5217 -1.9784 -0.73 0.36 -0.12
H -1.4884 3.3455 0.3890 -0.09 -0.72 0.98
```
Forces are in eV/Å.

Values from the calculation:
Energy above the lowest of the compared OMol25 structures with the same formula, charge and spin   0.000 eV
HOMO level   -9.167 eV
Structure (SMILES)   CC(C)O.CC(C)O.CC(C)O.OCCO.OCCO.OCCO.OCCO.OCCO.OCCO.OCCO.OCCO.OCCO
DFT total energy   -2655.4094 Eh
Frontier orbital gap   9.46 eV

---

Density functional theory data (ωB97M-V/def2-TZVPD) for C5H6O2 in the gas phase in a non-equilibrium geometry.

The geometry in XYZ format:
```
13
Properties=species:S:1:pos:R:3:forces:R:3
C 2.0175 -1.3624 0.6640 -0.66 0.23 0.13
C 1.0522 -0.9391 -0.1344 -0.54 0.11 0.73
O -0.1751 -0.9019 0.6307 -0.39 0.11 -0.83
C -0.4182 0.4450 0.2349 -0.42 0.37 -0.28
C -1.8524 0.6546 -0.1311 -0.17 0.18 -0.12
C 0.6087 0.2695 -0.8998 0.07 0.59 -0.73
O 0.8869 0.8599 -1.8972 -0.02 -0.33 0.36
H 1.2310 -1.3679 1.5085 3.15 -1.37 0.59
H 3.0921 -1.4600 0.4685 -0.73 -0.01 0.45
H -0.0325 1.1534 0.9880 -0.09 -0.15 -0.18
H -2.4772 0.6571 0.7665 0.05 0.03 -0.14
H -2.1672 -0.1672 -0.7810 -0.05 0.22 0.04
H -1.9526 1.6058 -0.6530 -0.19 0.01 -0.02
```
Forces are in eV/Å.

Values from the calculation:
Energy above the lowest of the compared OMol25 structures with the same formula, charge and spin   3.448 eV
HOMO level   -9.795 eV
Structure (SMILES)   C=C1O[C@H](C)C1=O
DFT total energy   -344.4752 Eh
Frontier orbital gap   9.89 eV

---

Q: DFT total energy of number 4 (C5H6O2)?
A: -344.4752 Eh

---

Q: Which of these has the highest DFT total energy?
A: C5H8O

---

Q: Look up the DFT total energy of the first one.
A: -3984.6768 Eh

---

Q: What is the formula in the fourth record?
A: C5H6O2